{
  "formula": "C32H28BrNOS",
  "method": "ωB97M-V with the def2-TZVPD basis set",
  "energy_ha": -4338.3910,
  "lumo_ha": 0.019,
  "spin_multiplicity": 1,
  "largest_force_ev_per_a": 0.46,
  "smiles": "O=CCc1cc(Br)c2c(c1)Nc1ccccc1S2.c1ccccc1.c1ccccc1.c1ccccc1",
  "symbols": ["O", "C", "C", "C", "C", "C", "Br", "C", "C", "C", "N", "C", "C", "C", "C", "C", "C", "S", "H", "H", "H", "H", "H", "H", "H", "H", "H", "H", "C", "C", "C", "C", "C", "C", "H", "H", "H", "H", "H", "H", "C", "C", "C", "C", "C", "C", "H", "H", "H", "H", "H", "H", "C", "C", "C", "C", "C", "C", "H", "H", "H", "H", "H", "H"],
  "xyz": [[4.63, -4.45, -3.04], [4.61, -3.29, -2.73], [3.87, -2.77, -1.53], [2.41, -2.48, -1.80], [1.69, -1.74, -0.86], [0.35, -1.48, -1.06], [-0.57, -0.46, 0.22], [-0.32, -1.90, -2.22], [0.41, -2.64, -3.16], [1.75, -2.94, -2.94], [-0.24, -3.06, -4.33], [-1.53, -3.63, -4.20], [-1.89, -4.78, -4.88], [-3.18, -5.29, -4.75], [-4.10, -4.67, -3.91], [-3.73, -3.54, -3.20], [-2.45, -3.00, -3.36], [-2.00, -1.49, -2.57], [5.20, -2.55, -3.30], [3.94, -3.53, -0.74], [4.35, -1.86, -1.16], [2.19, -1.38, 0.03], [2.27, -3.54, -3.68], [0.36, -3.59, -4.94], [-1.18, -5.29, -5.52], [-3.46, -6.18, -5.30], [-5.10, -5.06, -3.80], [-4.42, -3.04, -2.53], [-6.60, 1.82, -0.41], [-7.54, 1.98, -1.42], [-7.34, 1.37, -2.65], [-6.21, 0.59, -2.87], [-5.27, 0.43, -1.86], [-5.47, 1.04, -0.63], [-6.76, 2.30, 0.55], [-8.42, 2.58, -1.25], [-8.07, 1.50, -3.45], [-6.05, 0.12, -3.83], [-4.39, -0.17, -2.02], [-4.74, 0.92, 0.16], [1.52, 5.06, 0.71], [1.23, 3.73, 0.45], [1.27, 2.79, 1.47], [1.59, 3.19, 2.76], [1.88, 4.52, 3.03], [1.84, 5.46, 2.00], [1.49, 5.79, -0.08], [0.97, 3.42, -0.56], [1.05, 1.75, 1.25], [1.62, 2.46, 3.56], [2.13, 4.83, 4.03], [2.07, 6.49, 2.21], [5.49, 2.71, 7.50], [4.81, 1.58, 7.91], [3.85, 1.00, 7.09], [3.57, 1.56, 5.86], [4.25, 2.70, 5.44], [5.21, 3.27, 6.26], [6.24, 3.16, 8.14], [5.03, 1.14, 8.88], [3.32, 0.12, 7.42], [2.82, 1.11, 5.22], [4.03, 3.13, 4.47], [5.74, 4.16, 5.93]]
}